ORCA calculation (ωB97M-V/def2-TZVPD) on the molecule C3H8N2O2.

The SMILES is CN(CCO)N=O. The frontier orbital gap comes out at 0.333 Eh. Its relative energy (zero: lowest compared OMol25 entry of this formula, charge and spin) is 5.370 eV. For the electronic energy, the calculation gives -10311.5822 eV. The value obtained for the highest occupied orbital energy is -8.6 eV.

XYZ file:
```
15
C3H8N2O2 | the Open Molecules 2025 dataset | ωB97M-V/def2-TZVPD
C -0.034 -0.488 0.875
C 0.675 1.040 0.895
C 0.223 -0.605 -1.592
N -0.623 -0.478 -0.434
O 0.272 1.989 -0.022
N -1.623 -1.539 -0.264
O -2.464 -1.510 0.606
H 0.069 2.873 0.297
H -0.788 -0.386 1.656
H 0.750 -1.229 1.043
H 0.510 1.368 1.925
H 1.737 0.829 0.725
H 0.989 -1.375 -1.467
H 0.726 0.344 -1.803
H -0.418 -0.834 -2.442
```


ORCA calculation (ωB97M-V/def2-TZVPD) on the molecule C19H19ClN2O4S.

The SMILES is COc1ccc(CN2CC(=O)N(c3cc(Cl)ccc3OC)C2=S)cc1OC. The frontier orbital gap comes out at 0.324 Eh. Its relative energy (zero: lowest compared OMol25 entry of this formula, charge and spin) is 1.685 eV. For the electronic energy, the calculation gives -54539.1473 eV. The value obtained for the highest occupied orbital energy is -8.2 eV.

XYZ file:
```
46
C19H19ClN2O4S | the Open Molecules 2025 dataset | ωB97M-V/def2-TZVPD
C -6.072 -0.931 -0.425
H -5.837 -0.925 -1.496
O -4.913 -1.044 0.362
C -3.979 -0.059 0.280
C -4.061 1.056 -0.536
C -3.042 2.002 -0.550
C -1.938 1.849 0.265
C -1.846 0.729 1.093
C -2.844 -0.227 1.111
O -2.834 -1.350 1.876
C -1.729 -1.568 2.721
H -0.796 -1.656 2.153
H -1.930 -2.510 3.230
H -1.625 -0.770 3.464
H -0.977 0.626 1.723
C -0.789 2.826 0.238
N 0.372 2.227 -0.382
C 1.378 1.638 0.293
S 1.671 1.722 1.902
N 2.158 0.942 -0.619
C 1.637 0.997 -1.890
O 2.109 0.504 -2.877
C 0.379 1.843 -1.768
H -0.510 1.255 -2.031
H 0.427 2.713 -2.432
C 3.294 0.176 -0.267
C 4.414 0.793 0.259
C 5.520 0.024 0.583
C 5.508 -1.344 0.373
C 4.383 -1.958 -0.150
C 3.251 -1.213 -0.465
O 2.083 -1.714 -0.933
C 2.016 -3.085 -1.252
H 2.755 -3.352 -2.012
H 2.156 -3.709 -0.363
H 1.016 -3.243 -1.652
H 4.394 -3.026 -0.295
H 6.377 -1.934 0.619
Cl 6.920 0.785 1.241
H 4.416 1.859 0.418
H -1.058 3.726 -0.322
H -0.495 3.104 1.254
H -3.128 2.863 -1.198
H -4.916 1.204 -1.176
H -6.644 -0.031 -0.174
H -6.669 -1.813 -0.194
```


ORCA calculation (ωB97M-V/def2-TZVPD) on a structure of composition C9H18CoN5OSbSe4.

The frontier orbital gap (spin up / spin down) comes out at 0.153 / 0.156 Eh. Its spin multiplicity is 2. The charge is -2. For the electronic energy, the calculation gives -324674.4944 eV. The value obtained for the highest occupied orbital energy (spin up / spin down) is -0.1 / -0.2 eV. The expectation value of S² is 0.966.

XYZ file:
```
39
C9H18CoN5OSbSe4 | the Open Molecules 2025 dataset | ωB97M-V/def2-TZVPD
Co -0.576 -1.561 0.730
N -4.429 -0.378 0.037
C -3.292 -1.060 0.359
O -2.252 -0.839 -0.254
C -3.328 -2.059 1.482
C -1.919 -2.598 1.730
H -4.422 0.121 -0.837
H -5.306 -0.756 0.350
H -4.053 -2.831 1.175
H -3.778 -1.567 2.353
H -1.809 -3.585 1.276
H -1.719 -2.709 2.797
Se 2.342 -5.609 -3.363
Sb 3.275 -4.032 -1.719
Se 1.379 -2.577 1.614
Se 0.746 -2.989 -0.693
Se 4.120 -2.008 -2.853
C 1.791 0.175 -0.586
N 0.460 0.379 0.068
C -0.352 1.222 -0.819
N 0.279 2.518 -1.095
C 1.600 2.261 -1.695
N 2.448 1.463 -0.828
C 2.617 2.156 0.438
N 1.331 2.412 1.109
C 0.686 1.111 1.324
C 0.498 3.187 0.189
H 1.662 -0.365 -1.521
H 2.398 -0.447 0.069
H -1.319 1.402 -0.347
H -0.512 0.679 -1.751
H 2.083 3.224 -1.892
H 1.464 1.731 -2.638
H 3.114 3.115 0.262
H 3.239 1.545 1.094
H -0.281 1.270 1.812
H 1.308 0.483 1.962
H 0.983 4.150 0.002
H -0.473 3.368 0.661
```